Record 1
Here is 2 unconnected molecules or ions with the total composition C18H28Br2N4O5P at a distorted geometry from the OMol25 dataset. Energies are from the ωB97M-V functional and the def2-TZVPD basis.

Properties
* multiplicity: 1
* DFT total energy: -184685.0259 eV
* charge: +1
* lowest unoccupied orbital energy: -3.96 eV

Each line ends with the Mulliken charge.
CARTESIAN COORDINATES (ANGSTROEM)
Br -3.286 -2.965 -0.840  0.056
Br -3.166 -2.914 2.576  -0.041
P 2.667 -1.473 2.710  0.056
O 0.019 1.215 2.399  -0.449
O 1.580 6.252 1.919  -0.512
O -4.057 0.481 -6.478  -0.442
O -2.148 0.997 -5.427  -0.371
O 3.414 -0.046 2.345  -0.574
N 0.956 -2.370 0.742  -0.242
N 1.437 -0.910 -1.024  -0.346
N 4.084 -2.370 3.086  -0.573
N -0.794 -1.651 -0.679  0.086
C -2.900 0.434 -3.157  -0.975
C 2.394 -2.033 0.900  1.183
C -0.067 4.750 2.677  -0.406
C 0.385 2.371 2.290  0.424
C -1.970 1.272 -4.035  -0.569
C 1.675 2.718 1.649  -0.175
C 2.067 3.984 1.530  -0.503
C 1.225 5.103 2.033  0.204
C 2.609 -0.868 -0.103  -0.180
C -2.478 -0.387 1.524  -1.232
C -2.302 0.118 -1.777  0.068
C 3.275 -3.220 0.533  -1.828
C -1.955 -1.806 1.530  0.219
C 0.479 -1.654 -0.345  0.495
C -0.455 3.483 2.796  -0.441
C -3.386 1.278 -5.898  0.146
C -1.725 -2.470 0.167  -0.707
C -1.215 -0.939 -1.912  -1.120
H 3.393 0.513 3.134  0.350
H -0.663 5.579 3.039  0.429
H -1.390 3.202 3.262  0.447
H -3.509 -0.366 1.157  0.417
H 3.006 4.264 1.068  0.465
H -3.710 2.313 -5.710  0.404
H -1.020 -1.872 2.082  0.292
H -1.853 0.286 0.942  0.025
H -3.110 -0.222 -1.137  0.183
H -1.901 1.041 -1.346  0.211
H 0.862 -3.359 0.507  0.353
H -1.222 -3.417 0.344  0.633
H 4.323 -2.933 0.600  0.464
H 1.662 -1.420 -1.878  0.380
H -0.318 -0.498 -2.338  0.493
H -2.501 -0.016 2.549  0.578
H -3.845 0.965 -3.020  0.461
H 3.075 -3.554 -0.494  0.517
H 4.706 -1.792 3.642  0.270
H 3.138 -4.074 1.200  0.445
H -2.129 2.341 -3.851  0.356
H 2.590 0.095 0.395  -0.578
H -0.921 1.051 -3.842  0.337
H -3.118 -0.502 -3.683  0.447
H -1.560 -1.708 -2.608  0.282
H 3.531 -0.990 -0.664  0.468
H 3.847 -3.195 3.627  0.248
H 2.276 1.889 1.296  0.370

Record 2
Here is 3 unconnected molecules or ions with the total composition C5H12O2 from the OMol25 dataset. Energies are from the ωB97M-V functional and the def2-TZVPD basis.

Properties
* multiplicity: 1
* ΔE to the lowest compared entry with this formula, charge and spin: 45.0 kcal per mole
* structure (SMILES): C=C/C=C/C.O.O
* DFT total energy: -9473.1824 eV
* charge: 0
* lowest unoccupied orbital energy: 0.69 eV

Each line ends with the Mulliken charge.
CARTESIAN COORDINATES (ANGSTROEM)
O -2.413 -1.177 6.602  -0.646
O 1.905 -2.450 1.908  -0.662
C -0.240 0.092 -0.328  -0.044
C 0.226 1.073 -2.567  -0.036
C 0.875 0.378 0.336  -0.992
C -0.598 0.498 -1.691  -0.120
C -0.204 1.503 -3.939  -1.136
H 1.712 0.970 -0.022  0.221
H -0.285 2.587 -3.969  0.276
H 0.526 1.202 -4.683  0.312
H -0.985 -0.487 0.211  0.307
H -1.629 0.355 -2.002  0.254
H 1.164 -2.575 1.311  0.326
H 1.280 1.175 -2.354  0.291
H -1.900 -1.402 5.811  0.323
H 1.063 -0.070 1.300  0.356
H -1.166 1.086 -4.230  0.323
H -2.036 -0.339 6.927  0.323
H 2.704 -2.419 1.377  0.323

Record 3
Here is 2 unconnected molecules or ions with the total composition C4H8 at a distorted geometry from the OMol25 dataset. Energies are from the ωB97M-V functional and the def2-TZVPD basis.

Properties
* multiplicity: 1
* ΔE to the lowest compared entry with this formula, charge and spin: 41.1 kcal per mole
* structure (SMILES): C=C.C=C
* DFT total energy: -4275.4115 eV
* charge: 0
* lowest unoccupied orbital energy: 1.22 eV

Each line ends with the Mulliken charge.
CARTESIAN COORDINATES (ANGSTROEM)
C 2.673 -0.816 -0.477  -0.439
C -2.777 0.777 1.023  -0.526
C -1.650 0.287 0.547  -0.359
C 1.864 -0.178 -1.312  -0.509
H 3.083 -0.450 0.454  0.230
H -3.639 0.117 1.095  0.224
H 2.896 -1.867 -0.658  0.215
H -0.783 0.931 0.654  0.173
H 1.135 -0.626 -1.969  0.282
H 1.672 0.836 -1.029  0.221
H -2.884 1.650 1.630  0.254
H -1.591 -0.663 0.043  0.234

Record 4
Here is 2 unconnected molecules or ions with the total composition C3H11NS2 at a distorted geometry from the OMol25 dataset. Energies are from the ωB97M-V functional and the def2-TZVPD basis.

Properties
* multiplicity: 1
* ΔE to the lowest compared entry with this formula, charge and spin: 38.6 kcal per mole
* structure (SMILES): CNC.CSS
* DFT total energy: -26448.2881 eV
* charge: 0
* lowest unoccupied orbital energy: 0.39 eV

Each line ends with the Mulliken charge.
CARTESIAN COORDINATES (ANGSTROEM)
S -1.791 2.215 1.362  -0.194
S -1.884 0.350 2.377  -0.051
N 2.372 -0.240 -0.589  -0.403
C 1.832 1.144 -0.856  -0.717
C 1.510 -1.285 -1.052  -0.698
C -3.165 -0.711 1.461  -0.785
H 2.672 1.763 -0.505  0.301
H -1.384 1.862 0.168  0.121
H 2.136 -2.255 -0.950  0.297
H 3.342 -0.136 -0.842  0.233
H -3.846 0.093 1.196  0.280
H 1.634 1.083 -1.901  0.376
H -3.502 -1.446 2.070  0.339
H 0.682 -1.413 -0.356  0.200
H 1.057 1.243 -0.093  0.118
H -2.804 -1.098 0.534  0.266
H 1.139 -1.167 -2.025  0.316

Record 5
Here is a single C5H7NO molecule at a distorted geometry from the OMol25 dataset. Energies are from the ωB97M-V functional and the def2-TZVPD basis.

Properties
* multiplicity: 1
* ΔE to the lowest compared entry with this formula, charge and spin: 25.3 kcal per mole
* structure (SMILES): Cc1coc(N)c1
* DFT total energy: -8835.1054 eV
* charge: 0
* lowest unoccupied orbital energy: 1.01 eV

Each line ends with the Mulliken charge.
CARTESIAN COORDINATES (ANGSTROEM)
O 1.111 -1.206 -0.428  -0.390
N 2.744 0.361 -0.163  -0.552
C -0.784 -0.120 0.013  0.972
C 1.374 0.168 -0.142  0.444
C -0.244 -1.327 -0.268  -0.712
C 0.252 0.927 0.029  -0.755
C -2.234 0.173 0.141  -1.156
H -0.735 -2.295 -0.255  0.399
H -2.527 0.809 -0.701  0.263
H -2.873 -0.715 0.134  0.332
H 3.154 -0.550 -0.025  0.290
H 0.131 2.049 0.051  0.317
H -2.416 0.722 1.067  0.289
H 3.050 0.997 0.545  0.257

Record 6
Here is a single C3H5Br molecule at a distorted geometry from the OMol25 dataset. Energies are from the ωB97M-V functional and the def2-TZVPD basis.

Properties
* multiplicity: 1
* ΔE to the lowest compared entry with this formula, charge and spin: 48.1 kcal per mole
* structure (SMILES): C/C=C/Br
* DFT total energy: -73231.5439 eV
* charge: 0
* lowest unoccupied orbital energy: 0.35 eV

Each line ends with the Mulliken charge.
CARTESIAN COORDINATES (ANGSTROEM)
Br -3.159 -0.055 0.149  -0.100
C -1.434 0.597 0.141  -0.455
C -0.175 -0.412 0.000  -0.043
C 1.298 -0.149 -0.047  -0.902
H -0.508 -1.435 0.337  0.258
H 1.923 -0.754 0.676  0.267
H 1.461 0.877 0.136  0.318
H 1.755 -0.151 -1.104  0.259
H -1.162 1.482 -0.289  0.399

Record 7
Here is 2 unconnected molecules or ions with the total composition C2H9N2 from the OMol25 dataset. Energies are from the ωB97M-V functional and the def2-TZVPD basis.

Properties
* multiplicity: 1
* ΔE to the lowest compared entry with this formula, charge and spin: 13.0 kcal per mole
* DFT total energy: -5193.3916 eV
* charge: +1
* lowest unoccupied orbital energy: -3.98 eV

Each line ends with the Mulliken charge.
CARTESIAN COORDINATES (ANGSTROEM)
N -0.287 0.502 0.113  -0.016
N 0.363 -2.046 0.130  -0.879
C -1.279 1.017 0.704  -0.099
C 0.633 1.326 -0.695  -0.810
H -1.953 0.366 1.244  0.245
H 0.032 -2.562 0.936  0.296
H -0.008 -2.443 -0.736  0.312
H 1.643 1.062 -0.387  0.297
H -1.475 2.078 0.753  0.263
H 1.370 -2.117 0.073  0.304
H 0.470 2.387 -0.561  0.341
H 0.456 1.069 -1.737  0.319
H 0.035 -0.641 0.163  0.428

Record 8
Here is a molecular structure, C10H10MgN2O4S at a distorted geometry from the OMol25 dataset. Energies are from the ωB97M-V functional and the def2-TZVPD basis.

Properties
* multiplicity: 1
* DFT total energy: -37967.0987 eV
* charge: +2
* lowest unoccupied orbital energy: -7.90 eV

Each line ends with the Mulliken charge.
CARTESIAN COORDINATES (ANGSTROEM)
S 0.966 1.118 0.492  -0.456
Mg 0.907 -0.995 -0.808  1.074
O 1.490 -3.043 2.079  -0.143
O -0.535 0.386 -3.752  -0.155
O 0.307 -4.108 -2.380  -0.125
O -2.432 -1.878 -0.120  -0.137
N -1.353 1.697 1.770  0.145
N -1.626 1.673 -0.377  0.196
C 0.442 -3.091 -1.870  0.132
C -2.847 2.026 0.173  -0.559
C -2.676 2.019 1.521  -0.062
C -0.690 1.496 0.606  0.048
C 3.236 -0.307 -1.206  -0.379
C -0.736 1.527 3.080  -0.809
C -1.349 -1.576 -0.355  0.079
C 3.003 -1.502 -1.816  -0.641
C 1.358 -2.360 1.170  0.211
C -0.060 0.003 -2.780  0.090
H 3.144 0.654 -1.735  0.344
H 3.707 -0.236 -0.212  0.361
H 2.730 -1.572 -2.886  0.393
H -1.486 1.768 3.834  0.304
H -0.384 0.493 3.205  0.304
H -1.423 1.639 -1.372  0.156
H -3.363 2.205 2.330  0.444
H -3.717 2.232 -0.429  0.431
H 0.129 2.198 3.176  0.359
H 3.255 -2.466 -1.338  0.395